Entry 1:
Computed, not measured: a 7-piece molecular cluster, C23H45F6N5O9 overall in a non-equilibrium geometry, with ωB97M-V/def2-TZVPD.

Geometry as ORCA input:
```
! wB97M-V def2-TZVPD RIJCOSX def2/J DEFGRID3
* xyz 0 1
C -1.94347 2.05641 -2.74038
C -2.50560 2.43353 -1.37683
O -3.56969 1.94700 -0.94815
N -1.80246 3.37966 -0.69304
C -2.21781 3.91919 0.56389
H -2.60456 2.33484 -3.54256
H -1.59362 1.02671 -2.63852
H -0.97969 2.58150 -2.81916
H -1.04879 3.87909 -1.12005
H -1.32763 4.00223 1.19087
H -2.97562 3.32961 1.05906
H -2.60496 4.94131 0.46953
C 1.00288 3.09845 4.71554
C 1.62974 1.75226 5.00753
O 2.09899 1.48301 6.11544
N 1.74060 0.93224 3.92213
C 2.35860 -0.37252 3.97797
H 0.17400 3.06392 3.99754
H 1.73192 3.79965 4.30430
H 0.55252 3.54870 5.59875
H 1.54125 1.34236 3.01982
H 2.77533 -0.64662 3.00954
H 1.62273 -1.13205 4.25542
H 3.19928 -0.37765 4.67150
C 1.98331 0.28738 -1.42762
C 1.21012 0.27643 -0.12809
O 1.55524 0.92450 0.85861
N 0.08295 -0.48070 -0.13852
C -0.71913 -0.71809 1.06330
H 1.54819 1.02127 -2.09970
H 1.97149 -0.68121 -1.91440
H 3.00394 0.58977 -1.20252
H -0.12699 -1.02172 -0.96738
H -1.28666 -1.63620 0.91811
H -1.48034 0.06591 1.12834
H -0.10935 -0.74746 1.95708
C 5.12075 5.52482 -6.05151
C 5.21437 4.53730 -4.90295
O 6.19545 4.45273 -4.17912
N 4.13274 3.69887 -4.80146
C 3.97202 2.81521 -3.70023
H 6.12447 5.87841 -6.29269
H 4.56834 6.43176 -5.81242
H 4.73754 5.02104 -6.93992
H 3.47432 3.65458 -5.54981
H 3.84929 1.78142 -4.02666
H 3.14735 3.13592 -3.06354
H 4.86846 2.80523 -3.08717
C -1.00032 -3.87217 -2.08229
C -1.54211 -2.49346 -2.44814
O -0.79225 -1.61685 -2.86618
N -2.86526 -2.35197 -2.26264
C -3.64612 -1.17507 -2.60836
H -1.06534 -4.00749 -0.99589
H 0.05895 -3.92528 -2.29935
H -1.57081 -4.63473 -2.60889
H -3.32262 -3.18028 -1.93143
H -3.16353 -0.60798 -3.39822
H -3.75895 -0.50404 -1.75380
H -4.64321 -1.45791 -2.93652
C 4.54176 -2.60294 -2.23947
C 3.22312 -3.26394 -1.88950
O 3.09879 -3.25647 -0.45069
C 2.35178 -4.16928 0.10230
O 1.74357 -5.02937 -0.44345
C 2.35150 -4.00710 1.63963
F 3.45179 -3.47430 2.10340
F 1.30601 -3.20359 1.99187
F 2.18235 -5.17222 2.22712
H 4.70082 -2.65021 -3.31820
H 5.38071 -3.13102 -1.78095
H 4.60215 -1.56715 -1.90575
H 3.25625 -4.28733 -2.26517
H 2.39835 -2.70884 -2.33525
C -5.76845 -1.38360 6.37753
C -6.19975 -1.93089 5.02939
O -5.25500 -1.42890 4.03936
C -5.48075 -1.65271 2.76105
O -6.43582 -2.12631 2.29859
C -4.31567 -1.23474 1.85708
F -4.69217 -0.34199 0.92663
F -3.34172 -0.71735 2.56395
F -3.82813 -2.34498 1.23280
H -5.79249 -0.30062 6.45412
H -4.74733 -1.70559 6.59315
H -6.40021 -1.80972 7.16140
H -7.20700 -1.59848 4.79570
H -6.10470 -3.01307 5.02528
*
```

Gap between HOMO and LUMO in eV: 9.305
HOMO energy in eV: -8.961



Entry 2:
Computed, not measured: C23H45N12SiTl as an isolated structure, with ωB97M-V/def2-TZVPD.

Geometry as ORCA input:
```
! wB97M-V def2-TZVPD RIJCOSX def2/J DEFGRID3
* xyz 0 1
Tl 0.18715 0.04659 -0.29086
C -1.42566 -0.82430 4.71712
N -0.35757 0.15140 4.81183
C 0.32461 0.10595 6.10172
C 0.41083 0.32067 3.65125
N 0.39874 -0.41960 2.62268
N 1.20162 1.47110 3.72512
C 1.95040 2.08930 2.72354
N 2.66952 3.15706 3.24494
N 1.90034 1.74374 1.50291
H -2.10017 -0.67935 5.56032
H -1.06082 -1.85990 4.74539
H -1.98866 -0.67336 3.79784
H -0.36311 0.40888 6.89072
H 1.18541 0.76891 6.12315
H 0.68410 -0.90584 6.32588
H -0.17775 -1.24852 2.71472
H 1.03238 2.04444 4.53266
H 3.02157 3.05865 4.18339
H 3.33488 3.56687 2.61172
H 2.53343 2.28352 0.92019
N -2.55116 0.47881 0.44019
C -3.03982 1.56970 1.28476
C -2.93241 2.92306 0.58921
C -1.52688 3.46638 0.35435
N -0.77322 2.69308 -0.63259
H -2.98802 0.49888 -0.47662
H -2.74419 -0.42643 0.85271
H -2.44317 1.58823 2.20300
H -4.08587 1.42591 1.57790
H -3.46576 3.65057 1.20509
H -3.46400 2.87529 -0.36951
H -0.96925 3.44022 1.29591
H -1.62377 4.51937 0.06676
H 0.11126 3.13902 -0.84198
H -1.27611 2.59999 -1.51004
N 0.24194 -4.95979 0.30417
C 0.51922 -3.63653 0.48594
N -0.53124 -2.87472 0.37234
C -1.58087 -3.74227 0.08443
C -2.92756 -3.47973 -0.16135
C -3.75961 -4.54925 -0.42788
C -3.27391 -5.86638 -0.45614
C -1.94070 -6.14595 -0.22537
C -1.11104 -5.06088 0.03802
H 0.91118 -5.70807 0.30477
H 1.51780 -3.28182 0.71768
H -3.30774 -2.46482 -0.16798
H -4.80800 -4.37069 -0.63058
H -3.95751 -6.67689 -0.67317
H -1.56231 -7.16047 -0.25489
C 2.30072 -0.93440 -4.92008
Si 1.68423 0.43074 -3.77765
C 3.02738 0.60822 -2.43740
C 1.79046 2.04278 -4.76187
N 0.22392 0.10475 -3.00412
C -0.99439 -0.10396 -3.57032
C -2.07581 -0.61450 -2.79835
C -3.34208 -0.81484 -3.32279
C -3.61949 -0.52851 -4.65601
C -2.57909 -0.05326 -5.44869
C -1.31055 0.15182 -4.93258
H 3.30498 -0.72203 -5.30024
H 1.63717 -1.07370 -5.77967
H 2.33425 -1.88518 -4.37820
H 3.81542 1.30028 -2.75083
H 3.50233 -0.35792 -2.22865
H 2.60484 0.98735 -1.49997
H 2.80768 2.21847 -5.12465
H 1.50719 2.88922 -4.12620
H 1.12048 2.04953 -5.62621
H -1.86859 -0.91027 -1.77424
H -4.12669 -1.21804 -2.68890
H -4.60613 -0.69208 -5.06965
H -2.76393 0.15984 -6.49648
H -0.52553 0.52470 -5.58203
N 4.36667 -0.70401 1.34088
N 3.17206 -1.39913 0.96900
H 4.49652 0.12012 0.76237
H 5.14885 -1.32038 1.16820
H 3.00951 -1.32730 -0.03238
H 2.39706 -0.92829 1.42521
*
```

Gap between HOMO and LUMO in eV: 6.026
HOMO energy in eV: -5.819



Entry 3:
Computed, not measured: a 8-piece molecular cluster, C23H45N2O29PS8 overall in a non-equilibrium geometry, with ωB97M-V/def2-TZVPD.

Geometry as ORCA input:
```
! wB97M-V def2-TZVPD RIJCOSX def2/J DEFGRID3
* xyz 0 1
P 2.29835 1.01138 1.41895
C 2.17092 1.33035 -0.41296
C 1.10933 2.41569 -0.81807
C 0.47187 3.20634 0.35450
C -0.77535 2.49081 0.98266
C -1.61572 3.55438 1.75608
C -3.01531 3.84796 1.12972
C -3.03680 3.97207 -0.41898
S -4.37442 2.98908 -1.22137
C -4.33669 1.43532 -0.36360
N -5.24292 0.93120 0.42403
N -4.66932 -0.25951 0.82863
C -3.51008 -0.40600 0.31313
O -3.23001 0.66798 -0.49447
H 2.87128 2.21630 1.92965
H 3.33383 0.04021 1.55699
H 1.90614 0.38584 -0.90890
H 3.15062 1.62145 -0.81444
H 0.34012 1.96084 -1.46473
H 1.63802 3.16204 -1.44365
H 1.18825 3.53790 1.12535
H 0.06563 4.14229 -0.08823
H -0.45736 1.65850 1.62901
H -1.32398 2.06249 0.12219
H -1.04936 4.49883 1.82542
H -1.81066 3.13391 2.76077
H -3.33540 4.83249 1.52418
H -3.73646 3.12097 1.53912
H -2.08854 3.73131 -0.91975
H -3.26348 5.02053 -0.68170
H -2.78596 -1.20507 0.44674
C -7.17969 5.57848 -4.15363
C -7.05514 6.94778 -4.78836
O -5.76365 7.41663 -4.38695
S -4.76148 6.16556 -4.25331
O -4.00645 6.06157 -5.44808
O -4.15688 6.21234 -2.96998
O -5.87344 5.00404 -4.25837
H -7.43606 5.65310 -3.09437
H -7.91157 4.95259 -4.65895
H -7.83153 7.63308 -4.45751
H -7.06870 6.88310 -5.87899
C -2.11040 -2.99805 3.27022
C -2.55209 -2.10356 4.40995
O -1.33643 -1.66614 5.01701
S -0.19141 -1.54254 3.88888
O -0.10206 -0.19136 3.47438
O 0.93995 -2.27646 4.32858
O -0.94356 -2.37427 2.72964
H -1.82784 -3.99156 3.63062
H -2.87730 -3.09564 2.50395
H -3.17580 -2.62353 5.13330
H -3.08354 -1.22322 4.03888
C 5.01446 -2.72914 5.61130
C 3.76812 -2.55291 6.44992
O 3.75873 -3.68342 7.33075
S 5.27262 -4.09908 7.67652
O 5.62718 -3.52675 8.92536
O 5.43025 -5.48178 7.40413
O 5.99586 -3.25287 6.51411
H 4.85706 -3.46070 4.81550
H 5.35728 -1.79257 5.17766
H 2.86309 -2.52530 5.84814
H 3.82602 -1.64833 7.06041
C -7.67944 -1.76833 0.19859
C -8.23695 -0.84251 1.25539
O -9.65420 -0.85552 1.03411
S -10.09497 -2.30162 0.48632
O -10.57578 -3.07361 1.57565
O -10.84536 -2.11895 -0.70294
O -8.62855 -2.83813 0.10015
H -7.62377 -1.27224 -0.77316
H -6.69848 -2.15306 0.46428
H -7.84265 0.16721 1.17402
H -8.04621 -1.22661 2.26037
C 6.22572 -1.49492 -1.22577
C 6.63356 -1.30015 -2.67046
O 5.41625 -0.96572 -3.34906
S 4.46105 -0.14659 -2.35071
O 4.62349 1.24047 -2.61550
O 3.19514 -0.78210 -2.33197
O 5.23372 -0.48939 -0.98492
H 5.76512 -2.47319 -1.06998
H 7.06173 -1.37690 -0.54030
H 7.08117 -2.19007 -3.10325
H 7.32283 -0.46032 -2.77861
C 0.66122 -6.26567 -0.19814
C 0.77604 -6.66734 1.25759
O 1.67828 -5.71487 1.82633
S 1.49962 -4.29716 1.08172
O 0.63475 -3.47525 1.86490
O 2.77468 -3.85917 0.64195
O 0.66582 -4.83462 -0.18781
H 1.52517 -6.60579 -0.77334
H -0.24988 -6.63921 -0.66013
H 1.15673 -7.67796 1.38288
H -0.18404 -6.57489 1.77204
C 7.14619 1.50210 -6.44596
C 8.57401 2.00707 -6.42811
O 9.33850 0.91180 -5.91070
S 8.66188 -0.47258 -6.37154
O 9.34208 -0.95232 -7.51816
O 8.45937 -1.27329 -5.21750
O 7.24707 0.12848 -6.83822
H 6.69741 1.54120 -5.45041
H 6.52079 2.05197 -7.14520
H 8.69645 2.88880 -5.80413
H 8.93227 2.22392 -7.43724
*
```

Gap between HOMO and LUMO in eV: 8.019
HOMO energy in eV: -8.089



What is the HOMO energy in the third record? -8.089 eV



Which value of HOMO energy does entry 2 give? -5.819 eV



Which formula does entry 3 have? C23H45N2O29PS8



Number 1 is which compound? C23H45F6N5O9